DFT (ωB97M-V/def2-TZVPD) results for C44H70Ge2NO5PbSSe as an isolated structure.

Results
Charge = -1
Energy relative to the best compared isomer or geometry (same formula, charge and spin) = 0.000 eV

Atoms and positions in Å:
1 Pb -1.03781 -0.39958 0.70430
2 C 4.14640 3.00313 -3.94433
3 C 3.08615 2.27964 -4.76360
4 C 2.27416 3.32990 -5.52642
5 C 3.77569 1.33390 -5.74179
6 C 2.13358 1.49341 -3.87553
7 C 2.26704 1.38914 -2.49923
8 C 1.29798 0.72846 -1.76368
9 Se 1.59234 0.60713 0.12832
10 C 2.38273 -1.13961 0.17659
11 C 3.74431 -1.19384 -0.03656
12 C 4.39305 -2.41390 -0.11630
13 C 3.59624 -3.54998 0.00497
14 C 2.21451 -3.54912 0.18796
15 C 1.56502 -2.28320 0.27575
16 O 0.26999 -2.21210 0.44312
17 C 1.39869 -4.84787 0.17164
18 C 2.28472 -6.08637 -0.05875
19 C 0.40481 -4.83001 -1.00615
20 C 0.62891 -5.07316 1.48364
21 C 5.92405 -2.46848 -0.23138
22 C 6.53718 -1.77452 0.99455
23 C 6.46480 -3.89714 -0.29263
24 C 6.36777 -1.74541 -1.51332
25 C 0.10662 0.23249 -2.32799
26 O -0.92516 -0.09775 -1.57652
27 C 0.05482 0.14664 -3.72932
28 C 1.05803 0.79167 -4.43822
29 C -1.04235 -0.59618 -4.51447
30 C -1.96687 -1.51752 -3.69686
31 C -1.91826 0.42494 -5.24657
32 C -0.35857 -1.51583 -5.52772
33 H 4.75698 3.64146 -4.59891
34 H 4.81598 2.30246 -3.43755
35 H 3.71850 3.65662 -3.17180
36 H 2.93153 3.92112 -6.17617
37 H 1.78891 4.01532 -4.84038
38 H 1.50930 2.87571 -6.14491
39 H 4.45840 1.88659 -6.39703
40 H 3.03759 0.80870 -6.34702
41 H 4.36679 0.57841 -5.19016
42 H 3.12148 1.79564 -1.99912
43 H 4.32384 -0.27685 -0.09852
44 H 4.07662 -4.50151 -0.09691
45 H 2.83611 -6.06526 -1.00311
46 H 1.63565 -6.97045 -0.08216
47 H 3.00339 -6.23169 0.74999
48 H 0.95296 -4.75395 -1.93392
49 H -0.28596 -3.98871 -0.93077
50 H -0.19024 -5.74936 -1.02416
51 H 1.30245 -5.00192 2.34433
52 H 0.22519 -6.09721 1.48847
53 H -0.16607 -4.35103 1.59378
54 H 6.16830 -2.26994 1.90391
55 H 6.22125 -0.73482 1.04688
56 H 7.63496 -1.80378 0.96728
57 H 6.21293 -4.45196 0.61503
58 H 7.56190 -3.84238 -0.37863
59 H 6.07276 -4.43854 -1.14647
60 H 6.06248 -0.70096 -1.48798
61 H 5.91329 -2.18988 -2.39910
62 H 7.45747 -1.73273 -1.61803
63 H 0.97050 0.79732 -5.52211
64 H -2.66140 -0.98049 -3.05926
65 H -1.39820 -2.21638 -3.09837
66 H -2.54637 -2.09637 -4.43104
67 H -2.42903 1.07411 -4.52730
68 H -2.68220 -0.09418 -5.81849
69 H -1.30907 1.02222 -5.93361
70 H 0.22111 -2.27670 -4.99321
71 H 0.30596 -0.99449 -6.21746
72 H -1.13121 -2.02342 -6.13017
73 C -3.49995 -1.48419 5.12777
74 C -2.14646 -0.84001 5.37643
75 Ge -1.69406 0.69889 4.22354
76 C -0.09406 1.59241 4.93326
77 C 0.35589 2.85137 4.21574
78 C -3.10934 1.93949 4.85919
79 C -3.89819 2.36262 3.85569
80 Ge -3.06625 1.58882 2.25747
81 C -2.16294 2.93036 1.11022
82 C -3.01669 4.07786 0.58428
83 C -4.24720 0.49621 1.11647
84 C -5.58024 1.06837 0.64601
85 C -5.06858 3.24337 3.95500
86 C -5.66127 3.72617 2.80026
87 C -6.79211 4.49576 2.87248
88 C -7.39259 4.78523 4.07570
89 C -6.79048 4.29644 5.23798
90 C -5.62981 3.56097 5.18288
91 H -3.67895 -2.25828 5.87698
92 H -3.58801 -1.97491 4.15392
93 H -4.31021 -0.74707 5.22941
94 H -1.33430 -1.57638 5.35662
95 H -2.11487 -0.40417 6.38075
96 H 0.72594 0.87293 4.99282
97 H -0.39499 1.83744 5.97100
98 H 0.73995 2.65313 3.21452
99 H 1.15433 3.35537 4.76442
100 H -0.47022 3.57086 4.11910
101 H -3.26864 2.27055 5.90173
102 H -1.74014 2.38949 0.25682
103 H -1.31288 3.30838 1.67113
104 H -3.88267 3.73003 0.02296
105 H -2.42415 4.73278 -0.05695
106 H -3.39975 4.71256 1.38560
107 H -4.41978 -0.45020 1.61814
108 H -3.68803 0.25772 0.22557
109 H -6.23934 1.36240 1.47565
110 H -6.12097 0.34139 0.04202
111 H -5.41688 1.95406 0.01354
112 H -5.22014 3.47693 1.85706
113 H -7.23950 4.84730 1.94890
114 H -8.28831 5.38214 4.14756
115 H -7.23558 4.50593 6.20984
116 H -5.14294 3.18792 6.08181
117 O 2.52773 0.39867 2.89303
118 H 2.37836 1.32982 3.10308
119 H 1.66012 -0.05656 3.06006
120 O -1.61808 -2.54601 2.52649
121 S -0.32208 -2.18620 3.15336
122 N 0.05660 -0.78090 3.11280
123 O -3.11054 1.55762 -2.15088
124 H -2.31346 1.03488 -1.91322
125 H -3.03872 2.41064 -1.69540

---

DFT (ωB97M-V/def2-TZVPD) results for a 14-piece molecular cluster, C44H72F4O42 overall.

Results
Charge = 0

Atoms and positions in Å:
1 C -2.32463 -2.34883 -1.73715
2 C -3.20560 -1.20952 -1.14983
3 O -4.31525 -1.88632 -0.65644
4 C -4.13715 -3.21609 -0.70968
5 O -4.95492 -4.04157 -0.47214
6 O -2.88131 -3.50050 -1.13235
7 F -3.57096 -0.34469 -2.13404
8 H -1.27469 -2.15968 -1.52098
9 H -2.44677 -2.37594 -2.82347
10 H -2.60487 -0.67531 -0.41052
11 C -3.62341 4.42894 4.54100
12 C -2.51387 3.67541 5.24857
13 O -2.42106 2.50640 4.44979
14 C -3.51842 2.39211 3.67542
15 O -3.76225 1.47802 2.96064
16 O -4.39825 3.40742 3.91769
17 F -2.96951 3.35147 6.49146
18 H -3.22317 5.15611 3.82868
19 H -4.15595 5.03845 5.26768
20 H -1.57068 4.21620 5.24985
21 C -0.24672 -5.98282 2.21664
22 C -1.41475 -6.23616 1.24963
23 O -2.14543 -5.02862 1.37587
24 C -1.31597 -4.04046 1.71860
25 O -1.57909 -2.87302 1.71070
26 O -0.19773 -4.55481 2.21247
27 F -2.23057 -7.24812 1.64303
28 H 0.68834 -6.29389 1.75341
29 H -0.38674 -6.32823 3.23836
30 H -1.13244 -6.41714 0.21207
31 C -4.98730 -3.02654 2.64059
32 C -4.57473 -1.57070 2.76009
33 O -4.20590 -1.48011 4.13500
34 C -4.77765 -2.49863 4.79825
35 O -4.69822 -2.65254 5.98354
36 O -5.26965 -3.41819 3.96336
37 F -5.59345 -0.69917 2.51573
38 H -4.11112 -3.52301 2.21464
39 H -5.79203 -3.09383 1.91065
40 H -3.74651 -1.29902 2.10869
41 C 0.37912 1.32769 8.35033
42 O 0.84649 0.91868 7.07355
43 C 0.86773 1.77654 6.07023
44 O 0.49414 2.92620 6.12040
45 O 1.44399 1.20436 5.03029
46 C 1.59120 1.93428 3.82772
47 H 0.94682 0.76627 9.08932
48 H -0.67633 1.07443 8.42367
49 H 0.55579 2.37864 8.57314
50 H 2.44599 1.62455 3.22736
51 H 1.73378 2.97828 4.10515
52 H 0.75432 1.80610 3.13970
53 C -0.83492 0.47324 1.93446
54 O 0.37540 0.15881 1.25994
55 C 0.35046 0.10441 -0.04746
56 O -0.56538 0.42146 -0.78979
57 O 1.49904 -0.34312 -0.47569
58 C 1.79541 -0.47827 -1.84156
59 H -0.62659 0.41872 3.00187
60 H -1.65604 -0.22170 1.77458
61 H -1.11687 1.50244 1.71538
62 H 1.15966 -1.18005 -2.37693
63 H 2.81276 -0.84148 -1.98038
64 H 1.74281 0.54312 -2.21995
65 C 0.05718 -3.82854 -3.70641
66 O 1.20422 -3.54536 -2.86815
67 C 1.27113 -4.26699 -1.76189
68 O 0.46181 -5.02924 -1.30550
69 O 2.46066 -4.00667 -1.22354
70 C 2.77728 -4.69659 -0.00067
71 H 0.36197 -4.39035 -4.58473
72 H -0.31867 -2.85551 -4.01489
73 H -0.73032 -4.35604 -3.17532
74 H 2.18371 -4.26315 0.80372
75 H 3.83206 -4.59123 0.23396
76 H 2.55122 -5.74179 -0.20930
77 C 4.17909 2.24711 -2.46198
78 O 4.10533 3.34572 -1.55612
79 C 3.49012 3.25335 -0.38235
80 O 3.15810 2.27108 0.23359
81 O 3.39795 4.47841 0.10661
82 C 2.56494 4.70144 1.24928
83 H 4.95946 1.52495 -2.21463
84 H 4.50303 2.73922 -3.37662
85 H 3.26289 1.68540 -2.61119
86 H 1.73758 5.37526 1.05054
87 H 3.29962 5.13959 1.92515
88 H 2.24443 3.76482 1.70161
89 C 4.42768 -2.58939 -4.27010
90 O 4.35215 -1.26022 -4.78337
91 C 3.17744 -0.81111 -5.16916
92 O 2.12219 -1.38670 -5.16678
93 O 3.30390 0.45397 -5.55388
94 C 2.22930 1.13811 -6.18086
95 H 4.88119 -2.53962 -3.27978
96 H 5.14966 -3.13250 -4.88170
97 H 3.43680 -3.03768 -4.27078
98 H 1.84449 0.56201 -7.02209
99 H 2.62726 2.05509 -6.60926
100 H 1.44422 1.39360 -5.47094
101 C 4.23707 -1.01930 0.91357
102 O 4.93336 -1.32581 -0.29548
103 C 6.05217 -0.66723 -0.53695
104 O 6.75613 -0.08755 0.25138
105 O 6.28988 -0.71304 -1.84461
106 C 7.45705 -0.10692 -2.35323
107 H 3.65161 -1.91466 1.13075
108 H 3.61743 -0.13082 0.87325
109 H 4.90030 -1.04012 1.78126
110 H 8.24710 -0.86027 -2.31410
111 H 7.78428 0.81424 -1.87350
112 H 7.31961 0.16050 -3.40156
113 C 1.33158 -6.11324 6.24666
114 O 0.73169 -5.14572 5.36263
115 C 1.40963 -3.99436 5.28348
116 O 2.34213 -3.67432 5.96354
117 O 0.74680 -3.20611 4.43821
118 C 1.24155 -1.88278 4.35272
119 H 1.47621 -5.74100 7.25753
120 H 2.30975 -6.37985 5.84780
121 H 0.65278 -6.95885 6.21348
122 H 2.31849 -1.92084 4.18206
123 H 1.06089 -1.29501 5.25647
124 H 0.74147 -1.33972 3.55451
125 C -4.85318 4.77829 -3.74605
126 O -4.72454 3.65050 -2.90863
127 C -4.22008 3.76689 -1.69075
128 O -3.83054 4.77646 -1.17098
129 O -4.25614 2.55516 -1.13375
130 C -3.71836 2.34633 0.14142
131 H -5.14131 4.51345 -4.76158
132 H -3.92259 5.33944 -3.83469
133 H -5.67119 5.41255 -3.39571
134 H -4.05178 3.06485 0.89386
135 H -2.62605 2.36494 0.11627
136 H -4.03092 1.38565 0.54305
137 C -0.23926 3.54963 -1.08161
138 C 0.13736 4.67786 -2.01515
139 C 1.19624 4.36714 -3.09127
140 O 0.52034 4.70548 -4.30731
141 C -0.65114 5.29235 -4.05581
142 O -1.35272 5.76007 -4.89692
143 O -0.96636 5.22894 -2.74361
144 H -0.63404 2.73153 -1.69091
145 H -1.01930 3.81215 -0.37158
146 H 0.66433 3.17996 -0.59321
147 H 0.55068 5.49197 -1.41287
148 H 1.50843 3.32314 -3.09599
149 H 2.06230 5.01422 -2.97268
150 C -1.23841 0.01623 -4.86837
151 C -2.38174 0.99948 -4.78560
152 C -1.93657 2.41921 -5.13903
153 O -3.05142 3.00714 -5.77980
154 C -3.78877 1.97707 -6.29355
155 O -4.64901 2.11486 -7.10284
156 O -3.31988 0.81192 -5.84782
157 H -0.78690 -0.01465 -5.86202
158 H -1.67065 -0.98859 -4.78779
159 H -0.48044 0.10882 -4.09269
160 H -2.89990 0.85986 -3.83752
161 H -1.10277 2.48977 -5.84134
162 H -1.77218 2.95154 -4.19831

---

DFT (ωB97M-V/def2-TZVPD) results for a 9-piece molecular cluster, C44H75BIN2O27S3 overall.

Results
Charge = -1

Atoms and positions in Å:
1 C 7.63957 -0.76418 5.42663
2 C 6.09746 -0.99661 5.06265
3 C 5.91554 -1.82037 3.72130
4 I 4.55263 -3.53875 3.96778
5 B 5.64489 -0.91927 2.38219
6 C 5.56535 -1.84050 0.99126
7 C 4.09644 -2.21384 0.54663
8 C 4.10536 -3.54891 -0.34100
9 C 2.76953 -4.34744 -0.02361
10 C 2.99193 -5.49952 1.03985
11 N 2.76334 -6.85169 0.43703
12 C 7.04533 -0.01310 2.19230
13 C 8.29424 -0.80636 1.67888
14 C 9.53463 0.19617 1.70723
15 C 9.46856 1.25495 0.56181
16 S 9.72547 0.51671 -1.09830
17 O 10.72793 1.30511 -1.86895
18 O 10.15150 -0.89470 -0.98100
19 O 8.25591 0.52854 -1.84786
20 C 4.44413 0.19200 2.46519
21 C 3.24839 -0.05828 3.44441
22 C 1.93269 -0.55892 2.70381
23 S 0.51405 0.58492 2.92812
24 C -0.67810 -0.03962 1.71549
25 S -0.43571 -1.58683 1.11902
26 N -1.82661 0.69284 1.25601
27 C -1.53137 2.11414 0.99302
28 C -0.99224 2.19957 -0.50203
29 C -3.01990 0.48178 2.11431
30 C -3.83375 -0.71752 1.46977
31 H 7.90109 -1.11979 6.44064
32 H 7.80202 0.33972 5.31563
33 H 8.30711 -1.22169 4.65510
34 H 5.71155 -1.65549 5.87699
35 H 5.49522 -0.06734 5.11131
36 H 6.90784 -2.31883 3.56767
37 H 6.02546 -1.29883 0.11345
38 H 6.18058 -2.76885 1.15120
39 H 3.39637 -2.41681 1.37747
40 H 3.75043 -1.39361 -0.13585
41 H 4.20745 -3.33475 -1.42191
42 H 4.93418 -4.17639 0.06492
43 H 1.96729 -3.69852 0.40232
44 H 2.33828 -4.80333 -0.94165
45 H 2.30255 -5.40098 1.90818
46 H 4.03170 -5.49232 1.44327
47 H 2.30668 -7.46922 1.10370
48 H 3.68048 -7.25008 0.25487
49 H 7.26252 0.61905 3.09481
50 H 6.77795 0.72597 1.37842
51 H 8.22516 -1.12313 0.61298
52 H 8.60605 -1.66525 2.30889
53 H 9.67558 0.66126 2.70771
54 H 10.43867 -0.43238 1.51175
55 H 8.52373 1.84002 0.64118
56 H 10.31654 1.96249 0.70656
57 H 7.59320 0.22350 -1.20166
58 H 4.89556 1.18326 2.75490
59 H 3.99697 0.38552 1.44993
60 H 3.42797 -0.71529 4.31610
61 H 2.96032 0.94083 3.88018
62 H 2.18426 -0.57366 1.62171
63 H 1.69519 -1.61146 2.98059
64 H -2.45711 2.73739 1.02441
65 H -0.81260 2.58429 1.70186
66 H -0.28591 3.04597 -0.62944
67 H -0.57235 1.21332 -0.78829
68 H -1.88737 2.39345 -1.13986
69 H -3.65089 1.40234 2.22807
70 H -2.74617 0.13447 3.13926
71 H -3.77314 -0.61711 0.36418
72 H -3.31192 -1.65457 1.74845
73 H -4.91169 -0.69683 1.73342
74 C -2.38207 -2.70163 -2.70987
75 C -3.23089 -3.00700 -3.91196
76 O -4.45275 -3.45306 -3.32642
77 C -4.52259 -2.92621 -2.07868
78 O -5.49189 -2.96833 -1.38720
79 O -3.35183 -2.34631 -1.72266
80 H -1.68700 -1.88181 -2.88414
81 H -1.82190 -3.57108 -2.35789
82 H -3.43260 -2.12200 -4.51971
83 H -2.79999 -3.77899 -4.54595
84 C -8.16250 -3.13488 -6.76793
85 C -7.88652 -2.29403 -5.55560
86 O -6.55099 -2.66154 -5.21165
87 C -5.95946 -3.13358 -6.33138
88 O -4.79498 -3.36826 -6.42991
89 O -6.86032 -3.30161 -7.33299
90 H -8.83471 -2.64724 -7.47139
91 H -8.56635 -4.11811 -6.51366
92 H -7.91299 -1.22571 -5.77278
93 H -8.56967 -2.50433 -4.73524
94 C -3.60366 -1.48629 -8.39260
95 C -4.04739 -0.75362 -9.62777
96 O -3.35020 0.48693 -9.52573
97 C -2.25871 0.27715 -8.74385
98 O -1.38026 1.06337 -8.59582
99 O -2.30357 -0.94408 -8.15655
100 H -3.55566 -2.56272 -8.53768
101 H -4.23631 -1.27437 -7.53051
102 H -3.73976 -1.25767 -10.54793
103 H -5.12442 -0.59344 -9.65588
104 C 2.67929 -0.82954 -3.47804
105 C 1.57646 -0.07648 -2.78612
106 O 0.60237 -1.09108 -2.55343
107 C 1.25281 -2.28390 -2.53869
108 O 0.76091 -3.30943 -2.20119
109 O 2.53617 -2.14716 -2.95511
110 H 3.66698 -0.42854 -3.25379
111 H 2.54721 -0.86329 -4.56304
112 H 1.89099 0.33882 -1.82494
113 H 1.16508 0.72386 -3.40017
114 C 6.63047 1.69505 9.79925
115 C 7.70255 0.81807 10.38609
116 O 7.29628 -0.48680 9.98494
117 C 6.51518 -0.34858 8.87968
118 O 6.15109 -1.24676 8.19912
119 O 6.20924 0.95601 8.65754
120 H 7.00271 2.67689 9.50974
121 H 5.77824 1.82246 10.47226
122 H 8.69017 1.02606 9.96597
123 H 7.75722 0.89102 11.47166
124 C -9.75387 2.84712 -6.91040
125 C -9.46625 2.67008 -5.44516
126 O -9.95907 1.35651 -5.18632
127 C -9.95516 0.68167 -6.36056
128 O -10.14779 -0.48786 -6.46212
129 O -9.70066 1.50928 -7.40350
130 H -9.01796 3.47492 -7.41019
131 H -10.75158 3.25269 -7.09633
132 H -8.39709 2.69715 -5.22105
133 H -9.97600 3.40563 -4.82508
134 C -7.05687 4.09156 3.99857
135 C -6.36119 2.84966 4.47744
136 O -6.10361 2.14122 3.26606
137 C -6.08267 3.05593 2.26035
138 O -5.73127 2.82861 1.14553
139 O -6.51710 4.26822 2.69245
140 H -6.84878 4.95814 4.62468
141 H -8.13977 3.96256 3.91926
142 H -5.40922 3.06505 4.96914
143 H -6.97992 2.25634 5.14898
144 C -6.84625 7.34464 1.50366
145 C -6.74428 8.84489 1.48691
146 O -7.02635 9.19438 2.84060
147 C -6.73303 8.11402 3.60763
148 O -6.69845 8.12295 4.79556
149 O -6.48479 7.02172 2.84402
150 H -6.17072 6.86897 0.79471
151 H -7.86307 6.99022 1.31667
152 H -5.74002 9.19395 1.23355
153 H -7.46077 9.30677 0.80914

---

One value per record, in order, for E: -252955.1982, -143661.7157, -146389.1303 eV.
One value per record, in order, for highest occupied orbital energy: -5.0, -10.6, -5.2 eV.
One value per record, in order, for maximum force: 1.5, 2.2, 3.9 eV Å⁻¹.